C4H12N3 | ωB97M-V/def2-TZVPD

```
19
Properties=species:S:1:pos:R:3:forces:R:3:nbo_charge:R:1
C 0.412 -0.119 -0.156 -2.6 1.2 -2.3 -0.07
C 0.143 1.479 -0.342 4.1 -2.9 -2.0 -0.66
C 2.255 0.284 1.670 -0.6 3.6 -2.3 -0.43
C -2.544 -0.881 -0.421 0.5 2.4 -0.7 0.12
N 1.731 -0.563 -0.567 0.2 3.0 0.5 -0.46
N 1.380 -0.507 0.844 1.4 -1.6 0.1 -0.27
N -3.168 -0.752 -1.550 0.3 -0.5 -0.4 -0.64
H 1.122 2.008 -0.566 -1.1 -0.3 1.0 0.22
H -0.335 1.629 0.533 -1.4 1.7 3.0 0.20
H -0.470 1.756 -1.174 -0.7 -0.5 -0.5 0.22
H 2.897 -0.366 2.085 2.0 -2.1 2.5 0.22
H 2.928 0.932 1.077 -0.7 -0.4 -0.2 0.24
H 1.677 0.972 2.255 -0.2 -0.2 1.0 0.23
H -2.333 0.018 0.172 -0.7 -0.3 -0.2 0.23
H -2.133 -1.737 -0.011 0.5 -1.9 0.1 0.23
H 1.907 -1.458 -0.904 -0.3 -2.2 -0.4 0.36
H -3.571 0.106 -1.828 -0.2 1.5 0.3 0.42
H -3.238 -1.347 -2.373 0.3 -1.0 0.9 0.44
H 1.339 -1.454 1.255 -0.9 0.7 -0.4 0.41
```
Positions in Å, forces in eV/Å.

## Properties
HOMO level, eV: -10.9
Net charge: +1
Orbital gap, eV: 6.49
DFT total energy, eV: -8800.3731
Energy above the lowest of the compared OMol25 structures with the same formula, charge and spin, kJ/mol: 710.24